No. 1
Computed, not measured: a cluster of 2 separate species, C2Br2Cl2S in total, with ωB97M-V/def2-TZVPD.

As for the total charge: 0. The orbital gap (spin up / spin down) comes out at 7.0 / 7.9 eV.

XYZ file:
```
7
Properties=species:S:1:pos:R:3:forces:R:3
C -1.87064 0.86188 -0.13621 0.2 1.0 -0.2
C 1.50649 -0.74618 0.16764 0.6 0.0 -0.3
S -1.60893 2.32359 0.36129 -0.1 -0.5 -0.1
Cl 0.91643 -0.92535 -1.43323 0.0 0.1 0.2
Cl 2.17955 -2.17340 0.85910 -0.2 0.3 0.0
Br -2.26653 -0.75738 0.59258 -0.1 -0.4 0.3
Br 2.45934 0.85712 0.50878 -0.3 -0.3 0.0
```
Positions in Å, forces in eV/Å.

Which charges does natural (NBO) predict for the atoms? In e, they are: -0.391, -0.267, 0.211, 0.075, 0.068, 0.180, 0.124

***

No. 2
Computed, not measured: a cluster of 2 separate species, C2Br2I2 in total, with ωB97M-V/def2-TZVPD.

As for the total charge: 0. The orbital gap comes out at 7.6 eV.

XYZ file:
```
6
Properties=species:S:1:pos:R:3:forces:R:3
Br 1.55681 1.92120 0.18763 -2.0 -1.2 0.3
C -0.12584 1.04842 0.38503 0.7 1.4 -0.1
C -1.31175 0.84104 0.53880 0.9 -0.5 0.0
Br -2.97801 0.18051 0.81199 0.5 0.3 -0.1
I 0.96612 -2.68325 0.07333 0.0 0.1 0.0
I 1.89267 -1.30792 -1.99679 0.0 -0.1 0.0
```
Positions in Å, forces in eV/Å.

Which charges does natural (NBO) predict for the atoms? In e, they are: 0.167, -0.161, -0.216, 0.205, 0.003, 0.002

***

No. 3
Computed, not measured: a cluster of 2 separate species, C2BrN2P in total, with ωB97M-V/def2-TZVPD.

As for the total charge: 0. The orbital gap (spin up / spin down) comes out at 6.0 / 5.9 eV.

XYZ file:
```
6
Properties=species:S:1:pos:R:3:forces:R:3
C 1.12204 -1.44311 -0.28452 -3.3 2.4 -2.9
C -0.09989 1.44182 -0.00215 -0.6 -0.7 0.0
N 1.80231 -1.81723 0.54135 2.0 -1.2 2.3
N 0.74138 1.91830 0.61161 0.5 0.8 0.5
P -1.15782 0.53716 -1.07756 1.5 -1.7 0.1
Br -2.40801 -0.63694 0.21127 0.0 0.4 0.1
```
Positions in Å, forces in eV/Å.

Which charges does natural (NBO) predict for the atoms? In e, they are: 0.019, -0.219, -0.520, -0.116, 0.854, -0.019

***

No. 4
Computed, not measured: the molecule C2BrN3O4, with ωB97M-V/def2-TZVPD.

As for the total charge: 0. The orbital gap comes out at 9.0 eV.

XYZ file:
```
10
Properties=species:S:1:pos:R:3:forces:R:3
N -0.80909 -0.64526 2.83159 -0.1 -0.2 0.0
C -0.79002 -0.86349 1.70238 1.0 0.8 0.4
C -0.74610 -1.05607 0.31519 -1.9 -1.7 1.0
Br -2.06074 -2.23931 -0.34523 0.1 0.2 0.1
N 0.01475 -0.55472 -0.58714 1.0 2.1 2.2
O -0.14811 -0.63176 -1.73791 -0.1 -0.3 -4.5
O 1.12068 0.18287 -0.14136 1.6 -0.7 0.5
N 1.14020 1.67411 -0.64451 -0.9 -1.4 1.1
O 0.08818 2.11281 -0.36709 0.0 1.5 -0.8
O 2.19025 2.02083 -1.02593 -0.6 -0.2 0.0
```
Positions in Å, forces in eV/Å.

Which charges does natural (NBO) predict for the atoms? In e, they are: -0.232, 0.206, -0.074, 0.158, 0.382, -0.374, -0.335, 0.743, -0.257, -0.218

***

Max |F|: 1.0, 2.3, 5.1, 4.5 (eV Å⁻¹)
Energy relative to the best compared isomer or geometry (same formula, charge and spin): 278.3, 124.9, 204.0, 108.4 (kJ/mol)